1.
Formula: C37H51BN10O2PW
Source: the OMol25 dataset
Level of theory: the ωB97M-V functional and the def2-TZVPD basis

Calculated values
Frontier orbital gap (eV): 7.8
Charge: +3
Energy relative to the best compared isomer or geometry (same formula, charge and spin) (kJ/mol): 0.0
E_tot (eV): -69967.31474

Structure (XYZ):
```
103
C37H51BN10O2PW, DFT the ωB97M-V functional and the def2-TZVPD basis
W 0.05 0.31 -0.62
C 3.26 1.52 1.10
C 2.07 1.05 1.87
C 2.01 1.06 3.26
C 0.77 0.56 3.60
C 0.18 0.34 4.96
N 0.12 0.28 2.47
N 0.90 0.58 1.39
B -1.26 -0.37 2.26
N -1.00 -1.64 1.43
N -0.08 -1.62 0.41
C 0.21 -2.90 0.11
C 1.18 -3.41 -0.89
C -0.54 -3.73 0.94
C -1.28 -2.91 1.76
C -2.20 -3.28 2.88
N -2.13 0.64 1.50
N -1.61 1.34 0.44
C -2.40 2.42 0.25
C -2.16 3.56 -0.67
C -3.44 2.39 1.18
C -3.23 1.26 1.96
C -4.03 0.78 3.12
H 3.70 2.38 1.62
H 4.03 0.74 1.09
H 3.05 1.82 0.08
H 2.78 1.39 3.93
H 0.90 0.62 5.72
H -0.72 0.95 5.10
H -0.09 -0.70 5.10
H -1.76 -0.65 3.29
H 1.62 -2.64 -1.52
H 1.99 -3.92 -0.37
H 0.70 -4.15 -1.53
H -0.53 -4.81 0.95
H -2.39 -4.35 2.85
H -1.77 -3.02 3.84
H -3.16 -2.76 2.80
H -1.27 3.45 -1.27
H -3.02 3.71 -1.33
H -2.09 4.48 -0.08
H -4.22 3.11 1.28
H -4.94 1.36 3.21
H -4.29 -0.27 3.01
H -3.47 0.88 4.05
C -4.01 -0.85 -0.76
C -2.85 -1.30 -1.58
C -2.93 -2.27 -2.57
C -1.82 -2.64 -3.31
C -0.57 -2.06 -3.08
C -0.56 -1.13 -2.06
N -1.63 -0.78 -1.40
C 1.64 0.42 -1.94
C 2.36 0.80 -3.04
C 3.66 0.30 -3.05
C 4.12 -0.51 -2.02
C 3.31 -0.85 -0.94
N 2.06 -0.32 -0.97
C 3.76 -1.73 0.16
C 4.96 -2.41 0.08
C 5.32 -3.24 1.14
C 4.47 -3.35 2.22
C 3.27 -2.63 2.22
C 2.30 -2.77 3.36
N 2.93 -1.84 1.21
H -4.91 -0.82 -1.38
H -3.84 0.13 -0.33
H -4.20 -1.56 0.05
H -3.89 -2.74 -2.76
H -1.92 -3.40 -4.08
H 0.31 -2.33 -3.64
H 1.97 1.44 -3.82
H 4.32 0.54 -3.87
H 5.13 -0.87 -2.06
H 5.61 -2.33 -0.78
H 6.26 -3.78 1.12
H 4.72 -3.98 3.06
H 2.77 -2.51 4.30
H 1.96 -3.81 3.44
H 1.44 -2.13 3.19
C 0.43 3.64 1.51
C 0.91 3.42 0.11
N 1.52 4.43 -0.48
O 0.81 2.34 -0.55
H -0.03 4.62 1.60
H 1.29 3.61 2.18
H -0.27 2.86 1.81
H 1.65 5.31 0.00
H 1.92 4.33 -1.40
C -0.95 0.75 -4.97
P -1.48 1.79 -3.61
C -1.12 3.47 -4.10
C -3.26 1.61 -3.51
O -0.81 1.47 -2.28
H -1.36 1.16 -5.90
H -1.33 -0.26 -4.85
H 0.13 0.73 -5.04
H -1.54 3.66 -5.09
H -0.04 3.61 -4.16
H -1.54 4.19 -3.40
H -3.73 2.07 -4.38
H -3.65 2.08 -2.61
H -3.53 0.55 -3.50
```

***

2.
Formula: C37H51BN10O2PW
Source: the OMol25 dataset
Level of theory: the ωB97M-V functional and the def2-TZVPD basis

Calculated values
Frontier orbital gap (spin up / spin down) (eV): 6.1 / 6.5
Charge: +3
Energy relative to the best compared isomer or geometry (same formula, charge and spin) (kJ/mol): 527.9
E_tot (eV): -69963.14462
<S²>: 2.057
Spin multiplicity: 3

Structure (XYZ):
```
103
C37H51BN10O2PW, DFT the ωB97M-V functional and the def2-TZVPD basis
W 0.21 -0.35 0.00
C -1.17 -0.43 -3.50
C -1.13 0.84 -2.73
C -1.51 2.09 -3.19
C -1.34 2.97 -2.13
C -1.63 4.43 -2.06
N -0.86 2.27 -1.10
N -0.72 0.95 -1.44
B -0.70 2.69 0.38
N 0.79 2.51 0.79
N 1.43 1.32 0.66
C 2.67 1.47 1.19
C 3.73 0.43 1.28
C 2.81 2.78 1.63
C 1.60 3.41 1.37
C 1.21 4.82 1.65
N -1.65 1.83 1.19
N -1.45 0.44 1.14
C -2.97 -1.11 2.46
C -3.35 -2.51 2.75
C -3.43 1.39 2.86
C -2.43 2.33 2.29
C -2.79 3.79 2.23
H -1.13 -0.21 -4.57
H -0.33 -1.08 -3.26
H -2.10 -0.96 -3.33
H -1.89 2.33 -4.17
H -1.87 4.80 -3.05
H -2.47 4.63 -1.40
H -0.77 4.99 -1.68
H -0.98 3.84 0.48
H 3.38 -0.57 1.06
H 4.56 0.68 0.63
H 4.14 0.43 2.29
H 3.68 3.21 2.10
H 2.06 5.35 2.07
H 0.89 5.34 0.75
H 0.40 4.86 2.37
H -2.81 -3.24 2.14
H -3.17 -2.74 3.80
H -4.42 -2.66 2.58
H -4.31 1.85 3.29
H -3.49 4.02 3.03
H -1.92 4.44 2.34
H -3.28 4.03 1.28
C 3.18 -2.75 -1.17
C 1.87 -3.22 -1.73
C 1.94 -4.30 -2.61
C 0.80 -4.87 -3.12
C -0.42 -4.34 -2.72
C -0.43 -3.26 -1.86
N 0.68 -2.68 -1.38
C -1.71 -2.68 -1.41
C -2.93 -3.16 -1.87
C -4.11 -2.59 -1.44
C -4.06 -1.59 -0.48
C -2.83 -1.19 -0.02
N -1.66 -1.67 -0.51
C -2.67 -0.38 1.20
C -3.73 0.09 2.18
C -2.16 1.71 3.66
C -0.98 0.88 3.93
C -0.16 0.11 3.18
C 1.04 -0.56 3.78
N -0.40 -0.16 1.82
H 3.95 -2.84 -1.93
H 3.48 -3.41 -0.35
H 3.16 -1.74 -0.79
H 2.91 -4.69 -2.87
H 0.84 -5.71 -3.80
H -1.33 -4.79 -3.09
H -2.97 -3.96 -2.59
H -5.06 -2.94 -1.83
H -4.96 -1.15 -0.08
H -4.77 -0.01 1.89
H -2.38 2.35 4.50
H -0.65 0.95 4.96
H 0.87 -1.63 3.92
H 1.24 -0.14 4.76
H 1.92 -0.43 3.15
C 2.40 -3.42 2.37
C 1.27 -2.75 1.66
N 0.07 -3.31 1.73
O 1.49 -1.69 1.02
H 2.05 -4.07 3.17
H 3.08 -2.67 2.77
H 2.95 -4.03 1.65
H -0.07 -4.15 2.27
H -0.72 -2.87 1.29
C 4.20 0.31 -2.41
P 2.45 0.71 -2.45
C 2.28 2.46 -2.15
C 1.95 0.41 -4.14
O 1.66 -0.18 -1.46
H 4.72 1.01 -3.07
H 4.36 -0.70 -2.77
H 4.60 0.41 -1.40
H 2.83 3.00 -2.92
H 2.67 2.73 -1.17
H 1.23 2.73 -2.21
H 2.66 0.90 -4.81
H 0.96 0.83 -4.33
H 1.95 -0.66 -4.35
```

***

3.
Formula: C37H51N3O2PtSe
Source: the OMol25 dataset
Level of theory: the ωB97M-V functional and the def2-TZVPD basis

Calculated values
Frontier orbital gap (spin up / spin down) (eV): 4.1 / 4.9
Charge: -2
Energy relative to the best compared isomer or geometry (same formula, charge and spin) (kJ/mol): 45.9
E_tot (eV): -116353.19245
<S²>: 2.034
Spin multiplicity: 3

Structure (XYZ):
```
95
C37H51N3O2PtSe, DFT the ωB97M-V functional and the def2-TZVPD basis
Pt 0.03 -0.17 0.48
C -2.90 5.95 -3.02
C -3.44 4.64 -3.62
C -3.12 4.64 -5.12
C -4.96 4.63 -3.44
C -2.82 3.41 -2.96
C -1.86 3.48 -1.96
C -1.31 2.35 -1.39
Se 0.14 2.53 -0.15
C 1.51 2.61 -1.49
C 1.81 3.85 -2.01
C 2.71 4.02 -3.06
C 3.28 2.85 -3.56
C 3.02 1.58 -3.09
C 2.14 1.39 -1.95
O 1.93 0.28 -1.42
C 3.71 0.41 -3.83
C 5.23 0.53 -3.66
C 3.30 -0.99 -3.36
C 3.36 0.48 -5.33
C 3.07 5.37 -3.66
C 2.67 5.40 -5.15
C 2.35 6.53 -2.96
C 4.58 5.63 -3.55
C -1.69 1.04 -1.80
O -1.24 -0.04 -1.28
C -2.67 0.97 -2.85
C -3.19 2.13 -3.38
C -3.08 -0.41 -3.37
C -1.85 -1.15 -3.92
C -3.72 -1.23 -2.24
C -4.11 -0.33 -4.51
H -3.37 6.80 -3.52
H -1.82 6.03 -3.16
H -3.11 6.01 -1.96
H -3.54 5.53 -5.61
H -3.52 3.76 -5.61
H -2.04 4.64 -5.28
H -5.42 5.51 -3.90
H -5.22 4.63 -2.37
H -5.40 3.74 -3.88
H -1.50 4.44 -1.60
H 1.30 4.71 -1.59
H 3.97 2.94 -4.40
H 5.50 0.49 -2.61
H 5.61 1.47 -4.07
H 5.74 -0.29 -4.18
H 3.57 -1.17 -2.32
H 3.82 -1.72 -3.99
H 2.23 -1.15 -3.43
H 3.70 1.41 -5.79
H 2.28 0.40 -5.47
H 3.84 -0.35 -5.86
H 1.60 5.21 -5.26
H 3.20 4.63 -5.71
H 2.89 6.37 -5.60
H 1.26 6.43 -3.05
H 2.64 7.48 -3.42
H 2.59 6.57 -1.90
H 5.14 4.85 -4.08
H 4.89 5.61 -2.51
H 4.85 6.60 -3.99
H -3.92 2.05 -4.18
H -1.08 -1.23 -3.15
H -1.43 -0.60 -4.77
H -2.13 -2.15 -4.26
H -3.02 -1.33 -1.41
H -3.98 -2.23 -2.61
H -4.63 -0.75 -1.88
H -3.71 0.21 -5.37
H -5.03 0.16 -4.19
H -4.36 -1.34 -4.84
C -0.98 -5.56 -0.09
N -0.96 -4.31 0.65
C -2.25 -3.74 1.01
C -0.03 -3.40 0.31
N 0.50 -2.39 0.10
H -1.44 -6.33 0.53
H 0.04 -5.86 -0.32
H -1.55 -5.47 -1.02
H -2.78 -4.44 1.67
H -2.86 -3.54 0.13
H -2.08 -2.80 1.54
N 0.45 -0.22 2.34
C 1.52 -0.86 2.85
C 1.52 -1.25 4.22
C 2.60 -1.87 4.80
C 3.76 -2.14 4.06
C 3.78 -1.76 2.72
C 2.70 -1.16 2.12
H 0.63 -1.03 4.80
H 2.56 -2.15 5.85
H 4.61 -2.62 4.52
H 4.67 -1.96 2.12
H 2.72 -0.87 1.07
```